Molecular formula: C17H40BNO14P2S
Method: DFT, ωB97M-V/def2-TZVPD

Calculated values
net charge: 0
HOMO level: -10.1 eV
E_LUMO: -0.27 eV
HOMO-LUMO gap: 0.3625 Ha
electronic energy: -78524.47006 eV

```
76
Properties=species:S:1:pos:R:3:lowdin_charge:R:1
S 3.988 -0.275 -0.873 0.65
P 4.498 -2.687 5.990 0.59
P -5.654 2.371 -3.463 0.59
O 4.545 -1.429 4.931 -0.22
O 2.935 -1.506 -1.108 -0.15
O -5.546 1.005 -4.374 -0.22
O 3.331 -2.149 7.001 -0.21
O 0.275 -2.908 -1.975 0.21
O 5.685 -1.958 6.884 -0.21
O 4.291 -0.067 0.497 -0.22
O -0.869 -0.961 -1.370 0.19
O -4.213 2.512 -3.077 -0.23
O 3.767 -3.682 5.143 -0.22
O 3.142 1.045 -1.401 -0.15
O -6.328 1.744 -2.112 -0.20
O -7.138 2.678 -4.128 -0.21
O 5.118 -0.295 -1.732 -0.22
N 0.502 0.890 -5.293 0.13
C -7.196 3.170 -5.486 -0.26
C -3.579 -0.399 -4.192 -0.07
C 4.469 -1.656 3.522 -0.29
C 1.639 -0.843 -1.074 -0.18
C 7.364 -0.736 5.579 -0.07
C -7.374 2.036 -6.483 -0.07
C 7.040 -1.986 6.382 -0.26
C 0.767 1.175 -4.095 -0.41
C 2.865 -3.008 8.041 -0.29
C 1.856 0.484 -1.816 -0.29
C -4.315 0.645 -5.005 -0.30
C 3.062 -1.419 3.015 -0.08
C -6.498 2.583 -0.970 -0.29
C 3.842 -3.071 9.202 -0.09
C -7.683 3.519 -1.127 -0.09
C 1.902 0.427 -3.362 -0.05
C -0.047 2.231 -3.369 -0.03
B 0.322 -1.630 -1.507 -0.61
H 3.408 -3.619 10.040 0.08
H 2.669 -4.008 7.641 0.11
H -7.826 2.405 -7.405 0.08
H -5.579 3.145 -0.778 0.11
H 4.110 -2.068 9.535 0.08
H -7.498 4.259 -1.909 0.07
H 8.440 -0.558 5.566 0.08
H -0.643 2.837 -4.051 0.08
H -7.880 4.051 -0.195 0.08
H 1.484 -0.573 -0.009 0.16
H -4.138 -1.336 -4.183 0.08
H -6.665 1.921 -0.120 0.12
H -4.563 0.230 -5.986 0.11
H 2.325 -1.983 3.588 0.08
H 1.915 -2.596 8.383 0.12
H 1.140 1.161 -1.334 0.15
H 2.798 -0.364 3.114 0.08
H -3.693 1.523 -5.181 0.10
H -0.765 -0.257 -0.715 0.11
H 4.821 -2.655 3.265 0.11
H -8.577 2.964 -1.414 0.08
H 4.767 -3.572 8.909 0.07
H 7.692 -2.028 7.256 0.11
H 2.982 -1.699 1.965 0.05
H -6.414 1.598 -6.751 0.06
H 5.147 -0.946 3.042 0.11
H 1.135 0.147 -5.603 0.06
H -6.312 3.767 -5.721 0.12
H 7.218 -2.889 5.794 0.12
H -0.689 1.731 -2.625 0.08
H -8.063 3.830 -5.538 0.11
H 1.940 -0.615 -3.713 0.13
H -7.994 1.242 -6.068 0.09
H 2.843 0.910 -3.659 0.14
H -3.463 -0.092 -3.153 0.07
H 7.046 -0.845 4.543 0.06
H -2.591 -0.587 -4.616 0.07
H 1.183 -3.246 -1.925 0.12
H 6.857 0.136 5.989 0.09
H 0.668 2.828 -2.778 0.09
```

=====

Molecular formula: C4H3N
Method: DFT, ωB97M-V/def2-TZVPD

Calculated values
net charge: 0
HOMO level: -7.9 eV
energy above the lowest of the compared OMol25 structures with the same formula, charge and spin: 469.4 kJ/mol
E_LUMO: 0.14 eV
HOMO-LUMO gap: 0.2948 Ha
electronic energy: -5679.64321 eV

```
8
Properties=species:S:1:pos:R:3:lowdin_charge:R:1
N -1.134 0.104 -0.665 0.06
C 0.767 -0.064 0.928 -0.15
C -0.593 -0.135 1.064 0.01
C 0.732 0.350 -0.396 -0.03
C -0.075 0.218 -1.521 -0.16
H -1.428 -0.590 1.522 0.06
H 1.641 -0.160 1.627 0.12
H 0.090 0.277 -2.560 0.09
```

=====

Molecular formula: C33H44BiCl2N2OPSi
Method: DFT, ωB97M-V/def2-TZVPD

Calculated values
net charge: +2
HOMO level: -13.5 eV
energy above the lowest of the compared OMol25 structures with the same formula, charge and spin: 37.4 kJ/mol
E_LUMO: -5.72 eV
HOMO-LUMO gap: 0.2849 Ha
electronic energy: -88004.00012 eV

```
85
Properties=species:S:1:pos:R:3:lowdin_charge:R:1
Bi -0.211 -0.266 -0.361 1.60
Cl -0.435 -0.704 2.958 0.55
Cl -2.244 -2.503 1.458 0.48
P -0.074 0.085 -3.051 0.96
Si 3.045 -0.007 0.704 0.50
O 1.652 0.441 -0.143 -0.59
N -1.061 1.763 0.129 -0.20
N -2.742 5.288 1.446 0.19
C 3.322 2.789 4.419 -0.06
C 1.422 -0.841 -3.576 -0.51
C 0.025 1.786 -3.731 -0.51
C 5.118 -0.907 -1.024 -0.10
C -2.987 2.987 0.811 0.02
C 1.560 -2.116 -2.727 -0.11
C 2.695 0.010 -3.487 -0.08
C 1.999 1.669 2.756 -0.14
C -1.517 -0.879 -3.672 -0.53
C -0.294 2.861 0.328 -0.13
C 3.129 -4.433 2.243 -0.06
C 4.498 0.196 -0.425 -0.26
C -1.787 -0.701 -5.170 -0.08
C -2.789 -0.623 -2.849 -0.11
C 4.476 2.283 3.835 -0.06
C 2.974 -1.795 1.262 -0.24
C 4.096 -3.498 2.592 -0.05
C 6.100 1.645 -1.535 -0.07
C 4.018 -2.200 2.106 -0.08
C -0.814 4.043 0.756 0.03
C -1.203 2.635 -3.373 -0.09
C -2.199 4.147 1.014 -0.27
C 0.300 1.829 -5.242 -0.09
C -1.296 -2.262 2.948 -0.93
C 6.211 -0.739 -1.866 -0.07
C 5.008 1.474 -0.693 -0.10
C -2.391 1.840 0.384 -0.14
C 3.147 1.146 2.152 -0.23
C 2.088 -4.064 1.404 -0.08
C 4.389 1.470 2.711 -0.09
C 2.079 2.483 3.878 -0.08
C 6.703 0.536 -2.118 -0.06
C 2.019 -2.760 0.928 -0.15
H 1.222 -1.120 -4.613 0.12
H 1.986 -1.879 -1.745 0.04
H -1.068 3.641 -3.777 0.10
H -1.356 2.726 -2.299 0.05
H 2.245 -2.813 -3.210 0.10
H 4.754 -1.911 -0.826 0.10
H -0.557 -3.046 3.015 0.03
H 6.488 2.639 -1.726 0.11
H 3.193 -5.447 2.617 0.11
H -3.611 -1.215 -3.255 0.10
H 1.018 1.431 2.350 0.03
H -0.157 4.893 0.903 0.13
H -2.467 -1.488 -5.503 0.10
H -1.201 -1.912 -3.501 0.10
H 6.687 -1.602 -2.316 0.11
H 1.340 -4.793 1.109 0.11
H 5.304 1.096 2.257 0.11
H -2.112 2.228 -3.824 0.07
H 7.564 0.665 -2.765 0.11
H 1.000 1.066 -5.586 0.07
H 3.391 3.423 5.295 0.11
H 3.558 -0.614 -3.727 0.10
H -4.052 3.000 1.005 0.13
H -3.728 5.360 1.624 0.13
H 4.550 2.348 -0.234 0.11
H 4.787 -1.484 2.395 0.11
H 1.177 2.872 4.338 0.11
H 5.447 2.524 4.254 0.11
H 0.901 2.178 -3.205 0.11
H -2.685 -0.925 -1.799 0.03
H 2.848 0.391 -2.473 0.06
H -2.977 0.934 0.240 0.12
H 0.615 -2.655 -2.587 0.07
H -2.268 0.258 -5.370 0.08
H 0.732 2.802 -5.484 0.10
H 0.767 2.746 0.133 0.12
H -0.883 -0.770 -5.778 0.08
H -0.623 1.727 -5.812 0.08
H 1.195 -2.532 0.254 0.02
H -3.092 0.426 -2.884 0.07
H 4.916 -3.780 3.243 0.12
H 2.691 0.848 -4.182 0.08
H -1.976 -2.269 3.784 0.04
H -2.186 6.112 1.592 0.13
```

=====

Q: The highest HOMO-LUMO gap belongs to which entry?
A: C17H40BNO14P2S

=====

Q: The highest net charge belongs to which entry?
A: C33H44BiCl2N2OPSi

=====

Q: Which of these has the highest electronic energy?
A: C4H3N